[1]
{"formula": "C19H40N10O25", "method": "the ωB97M-V functional and the def2-TZVPD basis", "symbols": ["C", "C", "O", "O", "C", "C", "C", "C", "C", "C", "O", "O", "C", "O", "H", "H", "H", "H", "H", "H", "H", "H", "H", "H", "C", "N", "O", "O", "H", "H", "H", "C", "N", "O", "O", "H", "H", "H", "C", "N", "O", "O", "H", "H", "H", "C", "N", "O", "O", "H", "H", "H", "C", "N", "O", "O", "H", "H", "H", "C", "N", "O", "O", "H", "H", "H", "C", "N", "O", "O", "H", "H", "H", "C", "N", "O", "O", "H", "H", "H", "C", "N", "O", "O", "H", "H", "H", "C", "N", "O", "O", "H", "H", "H"], "xyz": [[-1.91, -1.78, -0.96], [-2.34, -0.20, -1.12], [-1.94, 0.45, -2.24], [-3.09, 0.60, -0.14], [-4.50, 0.18, -0.11], [-5.46, 0.88, -1.24], [-7.07, 0.49, -1.10], [-7.34, -1.12, -0.90], [-7.04, -2.06, 0.21], [-7.50, -3.61, -0.07], [-7.55, -4.69, 0.73], [-7.80, -3.53, -1.53], [-8.11, -2.14, -1.96], [-8.90, -1.74, -2.98], [-2.89, -2.45, -1.02], [-1.26, -2.12, -1.90], [-1.34, -2.03, 0.02], [-5.01, 0.31, 0.96], [-4.52, -0.99, -0.33], [-5.13, 0.49, -2.31], [-5.32, 2.06, -1.14], [-7.55, 0.78, -2.15], [-7.63, 1.18, -0.31], [-6.46, -1.64, 1.16], [2.17, 0.21, -1.17], [1.12, -0.09, -0.16], [0.84, 0.81, 0.64], [0.60, -1.21, -0.20], [2.53, 1.23, -1.02], [2.97, -0.51, -1.03], [1.71, 0.11, -2.16], [0.03, 4.17, 0.71], [0.43, 5.44, 0.04], [-0.44, 6.31, -0.08], [1.60, 5.52, -0.34], [-1.03, 4.23, 0.99], [0.19, 3.36, -0.01], [0.66, 4.05, 1.59], [-3.77, 1.19, 4.49], [-4.97, 0.99, 3.64], [-4.99, -0.01, 2.91], [-5.87, 1.83, 3.73], [-3.06, 0.37, 4.31], [-3.32, 2.15, 4.21], [-4.09, 1.19, 5.53], [-4.28, -3.17, 4.32], [-3.64, -2.26, 5.30], [-4.32, -1.89, 6.26], [-2.46, -1.94, 5.08], [-5.31, -3.37, 4.64], [-4.26, -2.68, 3.35], [-3.70, -4.10, 4.30], [-1.35, 1.65, -5.68], [-0.54, 0.41, -5.55], [0.53, 0.49, -4.93], [-0.99, -0.61, -6.08], [-0.84, 2.46, -5.16], [-1.46, 1.87, -6.74], [-2.32, 1.45, -5.21], [6.28, 2.65, -0.13], [5.42, 1.55, -0.64], [4.29, 1.85, -1.03], [5.90, 0.41, -0.64], [5.73, 3.59, -0.20], [6.53, 2.41, 0.91], [7.18, 2.68, -0.76], [9.22, 0.43, -2.67], [9.86, 1.34, -1.69], [9.18, 1.71, -0.73], [11.04, 1.66, -1.91], [8.19, 0.23, -2.36], [9.24, 0.93, -3.64], [9.80, -0.50, -2.69], [-2.55, -2.69, 8.98], [-1.74, -3.93, 9.11], [-0.67, -3.85, 9.73], [-2.19, -4.95, 8.57], [-2.04, -1.87, 9.49], [-2.66, -2.47, 7.92], [-3.52, -2.89, 9.44], [6.75, 3.09, -5.51], [7.55, 1.87, -5.82], [8.09, 1.82, -6.93], [7.62, 1.01, -4.94], [6.78, 3.76, -6.37], [5.73, 2.77, -5.31], [7.20, 3.56, -4.63], [5.83, -3.22, -0.43], [4.63, -3.42, -1.28], [4.61, -4.41, -2.01], [3.73, -2.57, -1.19], [6.54, -4.03, -0.62], [6.28, -2.26, -0.71], [5.51, -3.22, 0.61]], "lumo_energy_ev": -1.793, "homo_lumo_gap_ev": 8.65, "smiles": "CC(=O)OCCCC1=CC(=O)OC1=O.C[N+](=O)[O-].C[N+](=O)[O-].C[N+](=O)[O-].C[N+](=O)[O-].C[N+](=O)[O-].C[N+](=O)[O-].C[N+](=O)[O-].C[N+](=O)[O-].C[N+](=O)[O-].C[N+](=O)[O-]", "spin_multiplicity": 1}

[2]
{"formula": "C19H41ClF4O8S", "method": "the ωB97M-V functional and the def2-TZVPD basis", "symbols": ["O", "C", "O", "C", "Cl", "S", "O", "O", "F", "C", "F", "F", "F", "H", "C", "C", "O", "C", "C", "H", "H", "H", "H", "H", "H", "H", "H", "H", "H", "C", "C", "O", "C", "C", "H", "H", "H", "H", "H", "H", "H", "H", "H", "H", "C", "C", "O", "C", "C", "H", "H", "H", "H", "H", "H", "H", "H", "H", "H", "C", "C", "O", "C", "C", "H", "H", "H", "H", "H", "H", "H", "H", "H", "H"], "xyz": [[0.06, -0.78, -2.40], [0.33, -1.46, -3.35], [-0.33, -2.61, -3.71], [-1.65, -2.63, -3.30], [-2.27, -4.27, -3.63], [-2.67, -1.42, -4.22], [-1.92, -0.57, -5.07], [-3.46, -0.74, -3.25], [-3.63, -2.26, -5.07], [1.47, -1.14, -4.33], [1.79, 0.12, -4.26], [2.53, -1.89, -4.06], [1.09, -1.43, -5.57], [-1.78, -2.45, -2.25], [-6.08, -4.21, 0.49], [-4.68, -3.63, 0.66], [-4.44, -2.49, -0.14], [-5.29, -1.38, 0.08], [-5.23, -0.83, 1.50], [-6.25, -4.47, -0.56], [-6.19, -5.11, 1.09], [-6.85, -3.51, 0.78], [-3.94, -4.37, 0.36], [-4.48, -3.41, 1.72], [-6.32, -1.63, -0.20], [-4.95, -0.62, -0.62], [-5.57, -1.56, 2.24], [-5.87, 0.04, 1.58], [-4.21, -0.55, 1.75], [-8.00, -4.75, 5.23], [-6.77, -4.26, 4.48], [-6.64, -2.85, 4.47], [-6.51, -2.22, 5.74], [-5.30, -2.69, 6.53], [-8.90, -4.31, 4.82], [-8.07, -5.83, 5.17], [-7.96, -4.48, 6.29], [-6.86, -4.55, 3.43], [-5.86, -4.73, 4.86], [-7.43, -2.35, 6.32], [-6.41, -1.16, 5.53], [-5.35, -3.75, 6.78], [-5.24, -2.14, 7.47], [-4.38, -2.52, 5.97], [2.58, 0.53, -0.77], [2.91, 1.86, -0.13], [4.26, 2.00, 0.26], [5.22, 1.90, -0.77], [5.06, 2.93, -1.88], [2.83, -0.29, -0.09], [1.52, 0.47, -1.00], [3.13, 0.37, -1.70], [2.33, 1.98, 0.79], [2.61, 2.69, -0.78], [5.22, 0.88, -1.19], [6.19, 2.03, -0.29], [4.11, 2.83, -2.40], [5.86, 2.82, -2.61], [5.11, 3.94, -1.46], [8.58, 5.13, 0.04], [9.15, 4.62, -1.27], [8.31, 4.86, -2.39], [8.02, 6.21, -2.67], [9.25, 7.06, -2.97], [7.60, 4.69, 0.24], [9.25, 4.87, 0.87], [8.47, 6.22, 0.04], [9.25, 3.53, -1.21], [10.15, 5.02, -1.45], [7.43, 6.66, -1.86], [7.38, 6.19, -3.55], [9.92, 7.12, -2.11], [8.95, 8.08, -3.23], [9.81, 6.64, -3.81]], "lumo_energy_ev": 0.159, "homo_lumo_gap_ev": 9.61, "smiles": "O=C(O[C@H](Cl)S(=O)(=O)F)C(F)(F)F.CCOCC.CCOCC.CCOCC.CCOCC", "spin_multiplicity": 1}

[3]
{"formula": "C19H41CuN2OP2", "method": "the ωB97M-V functional and the def2-TZVPD basis", "symbols": ["Cu", "P", "P", "N", "C", "H", "H", "C", "H", "H", "C", "H", "H", "C", "H", "H", "C", "C", "H", "H", "H", "C", "C", "H", "H", "H", "C", "C", "H", "H", "H", "C", "C", "H", "H", "H", "C", "O", "C", "H", "H", "H", "C", "H", "H", "H", "C", "H", "H", "H", "C", "H", "H", "H", "H", "H", "H", "H", "H", "H", "C", "C", "N", "H", "H", "H"], "xyz": [[-0.52, 0.43, 0.83], [-0.30, 0.57, -2.58], [0.12, -1.41, 1.81], [-0.34, -2.07, -1.14], [-1.10, -0.93, -3.24], [-2.09, -0.63, -3.62], [-0.52, -1.29, -4.10], [-1.30, -2.07, -2.22], [-2.31, -2.01, -1.76], [-1.28, -3.05, -2.74], [-0.20, -3.25, -0.30], [0.85, -3.58, -0.30], [-0.82, -4.07, -0.71], [-0.65, -2.95, 1.13], [-0.46, -3.80, 1.80], [-1.73, -2.74, 1.14], [-0.42, -1.34, 3.58], [-1.77, -0.62, 3.70], [-2.55, -1.08, 3.09], [-1.68, 0.44, 3.41], [-2.09, -0.66, 4.75], [1.89, -1.97, 1.84], [2.87, -0.82, 2.14], [3.86, -1.06, 1.72], [3.00, -0.65, 3.21], [2.54, 0.12, 1.68], [1.14, 1.12, -3.52], [1.62, 2.51, -3.11], [2.62, 2.66, -3.52], [1.69, 2.63, -2.02], [0.98, 3.30, -3.53], [-1.58, 1.88, -2.42], [-1.20, 3.07, -1.53], [-2.09, 3.72, -1.43], [-0.41, 3.68, -2.00], [-0.88, 2.77, -0.53], [-2.22, 0.27, 0.35], [-3.31, -0.05, 0.11], [2.11, -3.19, 2.75], [1.23, -3.48, 3.34], [2.38, -4.07, 2.14], [2.93, -3.03, 3.46], [0.93, 0.92, -5.02], [1.61, 1.59, -5.56], [1.16, -0.12, -5.30], [-0.09, 1.15, -5.35], [-2.04, 2.39, -3.80], [-2.86, 3.11, -3.65], [-1.25, 2.93, -4.33], [-2.43, 1.60, -4.45], [0.62, -0.67, 4.49], [0.88, 0.33, 4.11], [0.18, -0.54, 5.48], [1.52, -1.28, 4.59], [-0.59, -2.39, 3.89], [-2.44, 1.36, -1.96], [2.08, -2.30, 0.80], [1.92, 0.41, -3.21], [0.55, -1.60, -1.37], [0.36, 0.16, -1.41], [0.31, 3.62, 3.76], [0.33, 2.58, 2.75], [0.33, 1.81, 1.88], [-0.64, 4.19, 3.70], [1.14, 4.30, 3.55], [0.40, 3.18, 4.77]], "s2": 0.756, "lumo_energy_ev": [-2.048, -2.161], "homo_lumo_gap_ev": [4.89, 8.40], "charge": 1, "spin_multiplicity": 2, "relative_energy_kj_mol": 0.0}

[4]
{"formula": "C19H41N2O3", "method": "the ωB97M-V functional and the def2-TZVPD basis", "symbols": ["C", "C", "C", "N", "C", "C", "C", "C", "C", "C", "H", "H", "H", "H", "H", "H", "H", "H", "H", "H", "H", "H", "H", "H", "H", "H", "H", "H", "H", "H", "C", "C", "C", "N", "C", "C", "C", "C", "C", "C", "H", "H", "H", "H", "H", "H", "H", "H", "H", "H", "H", "H", "H", "H", "H", "H", "H", "H", "H", "H", "O", "C", "O", "O", "H"], "xyz": [[-0.77, 2.87, -1.33], [0.49, 3.11, -0.33], [1.87, 2.79, -1.03], [3.09, 2.76, -0.06], [4.36, 2.64, -0.99], [4.52, 1.27, -1.73], [4.55, 0.10, -0.72], [3.26, 0.16, 0.21], [3.19, 1.56, 0.96], [3.34, 4.10, 0.73], [-0.45, 3.19, -2.32], [-1.57, 3.54, -0.99], [-1.06, 1.83, -1.46], [0.42, 2.48, 0.56], [0.48, 4.14, 0.02], [2.21, 3.50, -1.78], [1.79, 1.81, -1.48], [4.55, 3.53, -1.58], [5.18, 2.69, -0.27], [3.78, 1.21, -2.53], [5.50, 1.25, -2.19], [4.61, -0.84, -1.26], [5.43, 0.18, -0.08], [2.34, -0.04, -0.33], [3.35, -0.56, 1.02], [2.38, 1.53, 1.68], [4.10, 1.75, 1.54], [4.06, 4.00, 1.55], [2.41, 4.58, 1.05], [3.79, 4.86, 0.09], [-4.54, 0.72, -0.67], [-4.30, -0.66, -0.14], [-2.83, -1.18, -0.15], [-2.68, -2.75, -0.03], [-1.12, -3.08, 0.02], [-0.44, -2.80, 1.34], [-1.29, -3.35, 2.51], [-2.77, -3.02, 2.46], [-3.49, -3.37, 1.17], [-3.19, -3.33, -1.39], [-4.28, 1.47, 0.08], [-5.60, 0.84, -0.89], [-4.15, 0.81, -1.68], [-5.00, -1.29, -0.69], [-4.79, -0.76, 0.83], [-2.16, -0.81, 0.62], [-2.28, -1.04, -1.07], [-0.59, -2.44, -0.68], [-1.04, -4.11, -0.33], [-0.23, -1.74, 1.48], [0.59, -3.16, 1.32], [-0.95, -2.97, 3.47], [-1.19, -4.43, 2.42], [-2.89, -1.94, 2.54], [-3.19, -3.49, 3.34], [-4.50, -2.97, 1.28], [-3.56, -4.46, 1.13], [-4.19, -2.92, -1.59], [-3.27, -4.42, -1.38], [-2.53, -3.01, -2.19], [0.58, 0.47, 0.82], [0.39, -0.08, -0.32], [-0.58, -0.82, -0.31], [0.98, 0.29, -1.30], [-0.12, -0.16, 0.98]], "lumo_energy_ev": -1.607, "homo_lumo_gap_ev": 9.82, "charge": 1, "spin_multiplicity": 1, "relative_energy_kj_mol": 446.9}

[5]
{"formula": "C19H41N9O9PSY", "method": "the ωB97M-V functional and the def2-TZVPD basis", "symbols": ["Y", "O", "C", "O", "C", "O", "C", "C", "O", "O", "H", "H", "H", "H", "H", "C", "C", "N", "N", "C", "S", "N", "N", "H", "H", "H", "H", "H", "H", "C", "N", "C", "P", "O", "N", "C", "C", "N", "C", "C", "H", "H", "H", "H", "H", "H", "H", "H", "H", "H", "H", "H", "H", "H", "H", "H", "H", "H", "C", "N", "C", "C", "C", "N", "C", "C", "O", "H", "H", "H", "H", "H", "H", "H", "H", "H", "H", "H", "H", "O", "O"], "xyz": [[0.08, 0.22, -0.32], [1.61, -1.07, 3.82], [1.28, -0.95, 2.55], [0.48, -0.14, 2.13], [1.99, -1.95, 1.67], [1.45, -1.78, 0.39], [1.97, -2.61, -0.67], [1.23, -2.11, -1.92], [0.80, -2.88, -2.75], [1.09, -0.82, -1.94], [1.14, -0.41, 4.35], [1.83, -2.96, 2.06], [3.07, -1.75, 1.70], [1.75, -3.66, -0.48], [3.05, -2.46, -0.77], [-1.43, -2.76, -5.96], [-1.58, -1.29, -5.83], [-1.67, -0.43, -6.79], [-1.74, 0.77, -6.17], [-1.74, 0.67, -4.85], [-1.82, 2.05, -3.77], [-1.64, -0.64, -4.60], [-1.62, -1.23, -3.34], [-1.34, -3.00, -7.02], [-2.30, -3.28, -5.55], [-0.54, -3.10, -5.43], [-1.76, 1.62, -6.71], [-2.37, -1.91, -3.31], [-0.73, -1.71, -3.22], [1.24, 4.26, -1.47], [2.35, 4.11, -0.52], [3.17, 5.30, -0.36], [2.79, 2.68, 0.12], [1.58, 1.77, 0.20], [3.98, 2.00, -0.79], [4.65, 2.65, -1.90], [4.53, 0.71, -0.41], [3.40, 2.85, 1.63], [2.49, 3.22, 2.72], [4.80, 3.16, 1.90], [0.70, 5.17, -1.23], [0.55, 3.42, -1.38], [1.60, 4.33, -2.50], [2.59, 6.10, 0.11], [3.53, 5.66, -1.32], [4.03, 5.10, 0.27], [4.09, 3.52, -2.23], [4.72, 1.96, -2.74], [5.66, 2.96, -1.63], [3.98, 0.30, 0.44], [5.58, 0.80, -0.11], [4.47, 0.01, -1.25], [1.49, 2.88, 2.49], [2.48, 4.31, 2.87], [2.83, 2.75, 3.64], [5.42, 2.95, 1.04], [5.16, 2.56, 2.74], [4.93, 4.22, 2.17], [-1.26, -3.50, 1.50], [-2.53, -3.09, 0.92], [-3.66, -3.97, 1.18], [-4.69, -3.83, 0.08], [-5.05, -2.37, -0.06], [-3.85, -1.55, -0.22], [-4.08, -0.23, -0.77], [-2.65, -1.90, 0.29], [-1.65, -1.13, 0.18], [-0.87, -4.38, 0.97], [-1.40, -3.76, 2.55], [-0.55, -2.69, 1.41], [-4.10, -3.74, 2.15], [-3.28, -4.99, 1.23], [-5.58, -4.42, 0.31], [-4.28, -4.21, -0.86], [-5.62, -2.02, 0.80], [-5.67, -2.21, -0.95], [-4.54, -0.32, -1.76], [-3.15, 0.32, -0.88], [-4.77, 0.33, -0.13], [-1.32, 1.52, -1.38], [-0.69, 1.63, -2.69]], "lumo_energy_ev": -4.843, "homo_lumo_gap_ev": 9.06, "charge": 2, "spin_multiplicity": 1, "relative_energy_kj_mol": 410.2}

[6]
{"formula": "C19H42BaP2Si", "method": "the ωB97M-V functional and the def2-TZVPD basis", "symbols": ["P", "P", "C", "C", "H", "H", "H", "H", "C", "H", "H", "H", "C", "H", "H", "H", "C", "H", "H", "H", "C", "H", "H", "H", "Ba", "C", "C", "C", "C", "C", "C", "C", "C", "C", "H", "H", "H", "H", "H", "H", "H", "H", "H", "H", "H", "H", "H", "H", "H", "C", "Si", "C", "C", "C", "H", "H", "H", "H", "H", "H", "H", "H", "H", "H", "H"], "xyz": [[0.20, -1.39, -6.62], [0.01, 1.79, -6.51], [-0.20, -0.47, -8.20], [0.28, 0.98, -8.17], [-1.29, -0.50, -8.32], [0.23, -1.01, -9.05], [1.36, 1.02, -8.37], [-0.22, 1.57, -8.95], [-1.59, 2.66, -6.86], [-1.81, 3.35, -6.04], [-2.41, 1.93, -6.91], [-1.56, 3.23, -7.80], [1.16, 3.23, -6.72], [0.99, 3.77, -7.66], [2.20, 2.88, -6.69], [1.03, 3.93, -5.88], [-0.97, -2.82, -6.84], [-0.77, -3.57, -6.07], [-0.87, -3.29, -7.82], [-2.00, -2.48, -6.71], [1.77, -2.23, -7.15], [2.58, -1.49, -7.21], [1.67, -2.73, -8.12], [2.05, -2.97, -6.40], [0.00, 0.00, 0.00], [0.66, 1.53, -1.48], [-0.72, 1.46, -1.55], [-1.50, 0.75, -2.64], [-1.88, -0.71, -2.27], [-0.81, -1.44, -1.49], [0.56, -1.37, -1.70], [1.23, -0.58, -2.82], [1.65, 0.85, -2.40], [0.08, -1.47, 1.47], [1.09, 2.32, -0.86], [-1.28, 2.19, -0.97], [-0.93, 0.76, -3.58], [-2.42, 1.30, -2.84], [-2.78, -0.69, -1.65], [-2.14, -1.27, -3.18], [-1.18, -2.27, -0.88], [1.18, -2.12, -1.22], [0.57, -0.55, -3.69], [2.12, -1.13, -3.14], [2.61, 0.79, -1.88], [1.82, 1.46, -3.30], [0.80, -1.20, 2.25], [0.36, -2.44, 1.05], [-0.91, -1.56, 1.93], [1.22, 0.79, 4.51], [-0.54, 1.27, 4.09], [-1.71, -0.11, 4.55], [-0.95, 2.72, 5.19], [-0.70, 1.84, 2.30], [1.28, 0.55, 5.59], [1.90, 1.64, 4.28], [1.55, -0.09, 3.94], [-1.59, -0.34, 5.63], [-2.76, 0.21, 4.36], [-1.49, -1.03, 3.98], [-0.26, 3.56, 4.98], [-2.00, 3.04, 5.01], [-0.83, 2.41, 6.25], [-1.75, 2.18, 2.12], [-0.03, 2.71, 2.16]], "lumo_energy_ev": [-0.498, -0.407], "homo_lumo_gap_ev": [5.03, 5.10], "spin_multiplicity": 1, "relative_energy_kj_mol": 1055.5}